Record 1
Density functional theory data (ωB97M-V with the def2-TZVPD basis set) for a cluster of 2 separate species, C4H4O2 in total.

- Multiplicity: 1
- E_HOMO: -0.340 Eh
- SMILES: C=C=C=O.C=O

Last column: natural (NBO) charge in e.
CARTESIAN COORDINATES (ANGSTROEM)
O -1.877058 0.305633 0.782364  -0.519
C -1.693708 0.403332 -0.406622  0.272
C 0.859009 -0.599798 -1.269318  0.646
O 0.509787 -0.899949 -2.348623  -0.461
C 1.437966 -0.310443 -0.143255  -0.369
C 1.274347 -0.129252 1.157294  -0.224
H 0.274693 -0.081370 1.596102  0.217
H -1.367754 1.353559 -0.875057  0.114
H -1.840119 -0.445570 -1.100623  0.123
H 2.126090 -0.026486 1.828146  0.201

Atoms 1-6, force components in eV/Å:
0.065 0.058 -0.527
-0.083 -0.041 0.314
-0.122 -0.223 -0.606
0.347 0.295 0.762
-0.157 -0.121 0.031
-0.022 -0.018 -0.115

Record 2
Density functional theory data (ωB97M-V with the def2-TZVPD basis set) for a cluster of 2 separate species, C3H10NO2 in total in a non-equilibrium geometry.

- Total charge: -1
- Multiplicity: 1
- E_HOMO: -0.105 Eh

Last column: natural (NBO) charge in e.
CARTESIAN COORDINATES (ANGSTROEM)
C -0.832002 0.442770 -0.683607  0.012
O 0.200649 1.312295 -0.451612  -0.986
C -0.941069 -0.900291 -0.039633  -0.121
C -0.716325 -0.740884 1.497757  -0.581
N -0.024757 -1.753849 -0.806797  -0.850
H -1.889712 0.944665 -0.506809  0.053
H -0.982970 0.228372 -1.871902  0.051
H -2.029510 -0.992663 0.047258  0.166
H 0.226374 -0.596411 1.696760  0.189
H -0.898865 -1.722223 2.099639  0.161
H -1.325089 0.104744 1.947488  0.212
H 0.811956 -1.940570 -0.244971  0.340
H 0.397781 -1.235811 -1.584740  0.370
H 1.862768 2.206740 -0.239149  0.536
H 3.408243 2.034999 -0.561074  0.450
O 2.732529 2.608118 -0.298608  -1.002

Atoms 1-6, force components in eV/Å:
-1.348 3.800 -2.242
-0.602 -1.525 0.132
0.382 1.644 1.489
-4.239 -2.253 -0.034
0.587 -1.355 0.857
1.119 -0.280 0.166

Record 3
Density functional theory data (ωB97M-V with the def2-TZVPD basis set) for a structure of composition C8H29N2O6V in a non-equilibrium geometry.

- Total charge: +1
- Multiplicity: 4
- Expectation value of S²: 3.754
- E_HOMO (spin up / spin down): -0.352 / -0.416 Eh

Last column: natural (NBO) charge in e.
CARTESIAN COORDINATES (ANGSTROEM)
V 0.489304 -0.486695 0.035723  1.268
O 2.416202 -1.111538 -0.263085  -1.197
H 2.659817 -1.885804 -0.763900  0.440
C -2.157136 -2.946109 -1.814917  -0.624
C -1.240034 -2.042620 -2.665026  -0.059
C -2.077014 -0.849377 -3.174236  -0.063
O -2.700887 -0.174235 -2.107231  -0.582
C -3.524218 0.909836 -2.523980  -0.252
N 0.036784 -1.665959 -2.019892  -0.833
H -2.641044 -2.482821 -0.962247  0.223
H -1.609397 -3.848304 -1.524584  0.199
H -2.922019 -3.313898 -2.500447  0.232
H -1.017696 -2.631206 -3.561081  0.192
H -2.846598 -1.145343 -3.891295  0.193
H -1.366073 -0.201619 -3.710564  0.165
H -3.917331 1.422800 -1.645220  0.197
H -4.402724 0.583246 -3.084234  0.191
H -2.886941 1.601130 -3.080825  0.176
H 0.622677 -1.253126 -2.741833  0.389
H 0.477102 -2.559017 -1.811257  0.379
C 1.478660 0.961041 4.436559  -0.650
C 1.097331 1.273775 2.998745  -0.064
C 2.096230 2.304372 2.438784  -0.063
O 1.875633 2.494047 1.063922  -0.578
C 3.082751 2.773372 0.334983  -0.254
N 1.209334 0.001714 2.176344  -0.841
H 0.829706 0.306766 5.023764  0.226
H 1.513756 1.870950 5.044462  0.235
H 2.479761 0.521465 4.482181  0.216
H 0.033838 1.521171 2.924539  0.200
H 3.104398 1.901263 2.589839  0.176
H 2.004427 3.186728 3.080992  0.194
H 2.900755 2.512273 -0.707345  0.201
H 3.883801 2.135003 0.702235  0.193
H 3.293069 3.843076 0.346081  0.188
H 1.015001 -0.663845 2.922597  0.365
H 2.229774 -0.024099 2.084435  0.394
O -0.268199 -2.428650 0.908500  -0.919
H -0.407903 -3.316483 0.558994  0.504
H -0.194272 -2.546706 1.863307  0.495
O -1.624008 0.010021 0.491244  -0.944
H -2.140698 -0.174934 1.282729  0.494
H -2.268048 0.082101 -0.232962  0.521
O 0.484890 1.460003 -0.944585  -0.945
H 0.168237 1.904402 -1.736604  0.500
H 0.729004 2.171834 -0.323608  0.522

Atoms 1-6, force components in eV/Å:
0.578 -1.104 -0.394
-0.948 0.692 0.407
0.128 -0.180 -0.117
0.682 -0.360 -0.620
-1.609 -0.095 -0.152
1.021 0.000 0.057

Record 4
Density functional theory data (ωB97M-V with the def2-TZVPD basis set) for a structure of composition C9H10N4Y in a non-equilibrium geometry.

- Total charge: -1
- Multiplicity: 1
- E_HOMO: -0.156 Eh

Last column: Mulliken charge in e.
CARTESIAN COORDINATES (ANGSTROEM)
C -0.427154 1.053771 -2.350375  -0.419
C 0.969946 1.191571 -2.113075  -0.423
C 1.140346 2.016771 -0.965175  -0.536
C -0.148954 2.378671 -0.486175  -0.465
C -1.120154 1.779971 -1.340175  -0.425
Y 0.002446 0.001871 -0.267875  1.056
N -1.311954 -1.304429 -0.238775  -0.639
C -0.357154 -2.349929 -0.761475  -0.241
C 1.032146 -1.692429 -0.956775  -1.176
H 2.094646 2.289271 -0.510275  0.392
H 1.769346 0.743271 -2.703475  0.415
H -0.361054 2.979871 0.399325  0.410
H -2.203954 1.849471 -1.227575  0.394
H -0.888854 0.457171 -3.139375  0.361
H 1.396446 -1.766629 -1.991475  0.259
H -0.308054 -3.191829 -0.041275  0.276
H -2.286354 -1.606929 -0.243775  0.139
H 1.788246 -2.053929 -0.243675  0.208
H -0.733454 -2.740129 -1.727775  0.244
N -0.047054 -0.054929 1.903225  -0.539
C -0.012054 -0.362029 3.005325  0.501
N 0.003046 -0.738829 4.335425  -0.670
C 0.008146 0.177371 5.396925  0.413
N 0.001446 0.942971 6.268325  -0.536

Atoms 1-6, force components in eV/Å:
0.000 1.210 -0.820
0.117 1.204 -0.941
-0.044 1.161 -0.840
0.041 1.213 -0.802
-0.055 1.331 -0.975
3.343 2.743 3.445

Record 5
Density functional theory data (ωB97M-V with the def2-TZVPD basis set) for the molecule C5H12N2 in a non-equilibrium geometry.

- Multiplicity: 1
- E_HOMO: -0.282 Eh
- SMILES: C/C(=C\N)CCN

Last column: natural (NBO) charge in e.
CARTESIAN COORDINATES (ANGSTROEM)
C 0.783445 0.759572 1.508592  -0.227
C -0.145229 0.885130 0.322323  -0.430
C -0.007070 -0.290610 -0.692863  -0.052
C -0.270428 0.045312 -1.987117  -0.023
N -0.840269 -0.844493 -2.908537  -0.847
C 0.131113 -1.683050 -0.177004  -0.653
N 0.660493 1.883271 2.475264  -0.816
H 1.841610 0.847970 1.133439  0.177
H 0.810473 -0.213692 1.998727  0.177
H -0.221360 1.920115 -0.013152  0.229
H -1.193401 0.691084 0.685255  0.189
H 0.053076 1.065003 -2.164471  0.203
H -1.715448 -0.604829 -3.339769  0.381
H -0.811996 -1.793933 -2.592699  0.367
H 1.167752 -1.980453 0.029694  0.226
H -0.403159 -1.849264 0.756648  0.213
H -0.180157 -2.434844 -0.925674  0.202
H 0.699100 1.553212 3.436452  0.350
H -0.358544 2.044497 2.454883  0.333

Atoms 1-6, force components in eV/Å:
2.849 0.766 0.038
-0.756 -2.019 0.886
-0.056 1.923 -0.813
-0.189 -0.853 2.343
1.271 0.233 -0.900
-0.144 -0.650 -0.230

Record 6
Density functional theory data (ωB97M-V with the def2-TZVPD basis set) for a structure of composition C10H22GaO2.

- Total charge: -1
- Multiplicity: 1
- E_HOMO: -0.157 Eh

Last column: natural (NBO) charge in e.
CARTESIAN COORDINATES (ANGSTROEM)
C 1.809608 3.185376 -2.153623  -0.719
C 0.822136 2.063764 -2.323433  0.800
O 1.102292 0.954343 -2.681730  -0.581
O -0.438118 2.475032 -2.064665  -0.535
C -1.419471 1.484749 -1.707089  -0.076
C -1.893652 1.708385 -0.275424  -0.420
C -0.787915 1.954316 0.767630  -0.408
C -0.709558 0.910545 1.900604  -0.398
C 0.628876 0.179384 1.993458  -0.385
C 0.953238 -0.654158 0.754512  -0.406
C 0.045964 -1.895471 0.620344  -0.406
C 0.720504 -3.167838 0.096034  -0.852
Ga -0.232647 -4.892612 0.681461  0.582
H 1.516472 3.845195 -1.340743  0.230
H 1.850362 3.771666 -3.072663  0.233
H 2.788004 2.754692 -1.961604  0.237
H -2.256882 1.622705 -2.391589  0.181
H -1.017231 0.486492 -1.874636  0.217
H -2.595937 2.544965 -0.285731  0.194
H -2.469558 0.823464 0.007133  0.219
H 0.180119 1.996929 0.262557  0.198
H -0.933812 2.941206 1.208385  0.200
H -0.895626 1.415598 2.852908  0.192
H -1.509110 0.172906 1.794953  0.205
H 0.590555 -0.503463 2.847605  0.204
H 1.422329 0.909956 2.192973  0.180
H 0.874491 -0.043822 -0.151858  0.185
H 1.997549 -0.974464 0.804357  0.199
H -0.428867 -2.094376 1.588760  0.190
H -0.774791 -1.649574 -0.066011  0.179
H 0.755738 -3.132211 -0.998164  0.192
H 1.762953 -3.191926 0.436951  0.183
H 0.826929 -5.958018 1.295982  -0.335
H -1.304965 -4.454459 1.821900  -0.344
H -0.979975 -5.589277 -0.579543  -0.338

Atoms 1-6, force components in eV/Å:
0.015 0.018 -0.019
-0.293 0.018 -0.195
0.111 -0.097 0.087
0.134 0.198 0.335
-0.148 -0.153 -0.202
-0.009 0.077 -0.038

Record 7
Density functional theory data (ωB97M-V with the def2-TZVPD basis set) for a cluster of 10 separate species, C36H81N6O19P in total in a non-equilibrium geometry.

- Multiplicity: 1
- E_HOMO: -0.324 Eh
- SMILES: CCOP(=O)(OCC)OCC.CCOC(=O)OC.CCOC(=O)OC.CCOC(=O)OC.CNC(C)=O.CNC(C)=O.CNC(C)=O.CNC(C)=O.CNC(C)=O.CNC(C)=O

Last column: Mulliken charge in e.
CARTESIAN COORDINATES (ANGSTROEM)
C -1.814365 -5.427131 -4.501375  -1.510
C -1.897165 -4.235070 -3.571790  0.807
O -0.989054 -3.416841 -3.488587  -0.460
N -2.932607 -4.186992 -2.766911  0.108
C -3.926003 -5.202020 -2.470874  -1.049
H -2.663174 -5.320382 -5.180367  0.372
H -1.867963 -6.339643 -3.913516  0.421
H -0.931309 -5.459481 -5.173427  0.262
H -3.099102 -3.343353 -2.273030  0.091
H -4.426487 -5.020727 -1.506744  0.305
H -3.477646 -6.158270 -2.546582  0.366
H -4.743530 -5.154127 -3.215561  0.306
C -0.853453 3.021087 5.874255  -0.848
C 0.223493 4.026404 5.570389  0.625
O -0.044610 5.205838 5.496869  -0.667
N 1.433211 3.520724 5.305299  -0.064
C 1.887852 2.112372 5.269260  -0.916
H -1.832443 3.352572 5.579000  0.318
H -0.813014 2.874954 6.949733  0.312
H -0.701894 2.084204 5.351943  0.117
H 2.106060 4.245605 5.084715  0.255
H 2.871419 2.106047 4.830839  0.457
H 1.290936 1.510176 4.544092  0.140
H 1.890379 1.617949 6.264847  0.261
C -2.556586 -0.244239 -3.493571  3.158
C -3.065763 -0.377977 -4.924859  -0.466
O -3.523974 -1.422587 -5.350523  -0.693
N -3.088831 0.798716 -5.640851  0.046
C -3.216068 0.887963 -7.114542  -0.892
H -1.647858 0.341418 -3.448478  -1.575
H -2.476792 -1.184544 -3.012108  -0.325
H -3.276636 0.424000 -2.972115  -0.470
H -2.586569 1.526353 -5.136653  0.225
H -2.859343 1.905337 -7.459688  0.315
H -4.213003 0.650144 -7.515339  0.254
H -2.512423 0.161232 -7.478806  0.333
C 2.118289 -3.222404 0.363257  -0.325
C 2.853930 -3.757879 -0.859851  0.476
O 3.648576 -4.650203 -0.906223  -0.691
N 2.499319 -3.033526 -1.998522  0.182
C 3.209402 -3.218871 -3.293554  -1.080
H 2.816331 -3.251976 1.148802  0.469
H 1.414855 -4.000738 0.592267  0.475
H 1.631372 -2.236822 0.273329  -0.525
H 1.793264 -2.347665 -1.920349  -0.104
H 3.270240 -2.281166 -3.883330  0.225
H 2.815644 -4.032316 -3.827476  0.350
H 4.234887 -3.438394 -3.075609  0.407
C 2.623907 0.519460 1.249132  -0.572
C 1.136422 0.562880 1.102613  0.448
O 0.362093 0.437718 2.025812  -0.680
N 0.655658 0.532165 -0.128316  2.009
C -0.770363 0.200655 -0.492237  0.269
H 2.808310 -0.521870 1.089700  -0.008
H 2.975487 0.807405 2.249169  0.146
H 3.139059 1.062104 0.483355  -0.048
H 1.341943 0.676114 -0.855617  -0.935
H -1.021617 0.555407 -1.527416  -0.986
H -1.392981 0.659652 0.246833  -0.415
H -0.897309 -0.892086 -0.496921  0.679
C 3.548081 4.962611 -0.322898  -1.610
C 2.886976 4.209349 -1.434664  0.853
O 2.498044 3.055667 -1.282085  -0.463
N 2.614441 4.897044 -2.590145  -0.183
C 1.998457 4.157170 -3.746715  -0.522
H 3.288953 4.584997 0.656031  0.237
H 3.507962 6.034971 -0.281112  0.450
H 4.648334 4.761949 -0.415696  0.400
H 3.095563 5.748506 -2.702561  0.175
H 1.349093 4.895838 -4.216674  0.329
H 1.323396 3.373581 -3.324224  -0.193
H 2.707698 3.728885 -4.368632  0.467
C 3.096044 -4.884559 8.314999  -1.217
C 2.411907 -3.731420 7.507563  -0.151
O 2.514821 -4.038929 6.074806  -0.338
P 2.092819 -2.982014 5.021193  0.795
O 2.532042 -3.434847 3.717326  -0.646
O 2.685285 -1.590620 5.371458  -0.104
C 3.733215 -0.888375 4.695830  0.722
C 5.178470 -1.215460 4.969910  -1.519
O 0.521772 -2.808140 5.172651  -0.375
C -0.253814 -2.102691 4.118031  0.646
C -1.780337 -2.144690 4.395212  -1.235
H 2.701834 -5.878279 8.161915  0.329
H 4.116041 -4.867359 7.975368  0.311
H 3.047562 -4.629997 9.388990  0.361
H 1.384555 -3.469216 7.757104  0.321
H 3.011061 -2.843962 7.709485  0.217
H 3.618212 -1.055202 3.662405  -0.097
H 3.550513 0.140915 4.911995  -0.043
H 5.563933 -0.914038 5.961201  0.338
H 5.482331 -2.207882 4.787600  0.440
H 5.752916 -0.671138 4.171275  0.362
H 0.032076 -1.025014 4.087343  -0.153
H -0.005427 -2.563598 3.214887  0.140
H -1.943483 -1.432020 5.167724  0.379
H -2.257422 -1.886436 3.454279  0.149
H -2.185811 -3.096650 4.681747  0.409
C 0.038042 3.794876 1.381488  -1.196
C -0.217618 3.919540 -0.117665  0.228
O -1.685276 4.081751 -0.214129  -0.402
C -2.295120 3.739796 -1.347555  0.897
O -1.887257 3.459220 -2.398668  -0.582
O -3.599614 3.848057 -1.044040  -0.289
C -4.533953 3.976773 -2.108113  -0.522
H -0.266265 4.699764 1.910855  0.564
H 1.104164 3.632542 1.527218  0.135
H -0.464719 2.947131 1.812074  0.121
H 0.159515 3.148437 -0.693478  -0.174
H 0.204606 4.800743 -0.586959  0.504
H -4.250246 4.855180 -2.761046  0.288
H -5.442155 4.259361 -1.658350  0.250
H -4.634656 3.040315 -2.605180  0.109
C -4.150464 0.987464 2.585846  -1.605
C -3.878427 0.102225 1.398635  0.628
O -4.481244 0.703309 0.160463  -0.193
C -4.798294 -0.114647 -0.791737  0.926
O -4.473088 -1.277535 -0.899526  -0.599
O -5.873685 0.471186 -1.482410  -0.408
C -6.212268 0.016724 -2.809360  -0.561
H -3.654807 0.653641 3.444764  0.413
H -5.186907 1.064782 2.903094  0.417
H -3.746925 1.977063 2.452375  0.329
H -4.232900 -0.871208 1.549207  0.535
H -2.797380 -0.009749 1.157651  -0.269
H -7.208038 0.444731 -3.020046  0.288
H -6.243377 -1.092921 -2.797567  0.288
H -5.592938 0.461627 -3.604790  0.189
C 0.446768 -0.380830 -5.786372  -0.652
C 0.643427 1.029540 -5.160857  0.182
O 2.036253 1.265754 -4.732620  -0.397
C 2.359000 0.554856 -3.699765  0.281
O 1.664191 -0.220045 -3.105376  0.313
O 3.652138 0.824934 -3.325391  -0.467
C 4.159515 0.318536 -2.076210  0.223
H -0.612999 -0.357201 -6.192016  -0.022
H 0.549685 -1.199729 -5.084500  0.117
H 1.157727 -0.449166 -6.679712  0.377
H 0.090106 1.252371 -4.255936  -0.309
H 0.400342 1.842028 -5.866271  0.398
H 5.268099 0.337595 -2.057626  0.352
H 3.784076 -0.709742 -1.936917  -0.197
H 3.702466 0.974638 -1.330255  -0.169

Atoms 1-6, force components in eV/Å:
0.001 0.337 -0.788
2.670 -0.549 -0.666
-0.092 0.575 -0.401
-2.248 -0.222 1.536
-1.161 0.960 -1.111
-0.248 -0.503 0.102

no.,energy (eV)
1,-8304.309
2,-8856.966
3,-49714.808
4,-16497.063
5,-8358.144
6,-67197.634
7,-95781.560